Record 1
Here is C13H13MgN2O5 as an isolated structure at a distorted geometry from the OMol25 dataset. Energies are from ωB97M-V with the def2-TZVPD basis set.

Values from the calculation:
Kohn-Sham gap ... 8.450 eV
Largest force on an atom ... 2.69 eV/Å
Net charge ... +1
M ... 301.56 g mol⁻¹

```
34
Properties=species:S:1:pos:R:3:forces:R:3
Mg -3.7941 2.2252 13.8918 -0.4 0.5 -0.7
O -3.0789 -1.1552 16.0119 0.0 1.4 -0.2
C -3.5598 -0.1421 15.2851 1.2 1.1 -0.1
O -2.8574 0.8157 14.8681 -1.0 -2.3 1.0
C -5.0719 -0.2203 15.1056 0.0 -0.8 -0.6
O -5.6270 0.6335 14.1215 0.6 1.2 0.8
C -6.7174 1.5697 14.5185 0.1 -0.6 1.7
C -6.3168 3.0418 14.7162 -0.4 1.8 -0.6
O -7.1848 3.9099 14.7290 0.6 -1.7 0.2
O -5.0477 3.2836 14.7934 0.1 -0.5 0.1
H -2.2043 -0.9440 16.4336 -0.7 -0.1 -0.8
H -5.4345 -0.0462 16.1140 -0.4 0.0 0.2
H -5.3078 -1.2500 14.7931 0.1 0.1 0.5
H -7.1749 1.2525 15.4992 0.4 0.0 -1.0
H -7.4475 1.4831 13.7447 -0.5 0.0 -0.4
N -4.0400 1.5338 11.7890 1.3 -0.9 0.6
C -2.8412 2.0002 11.1158 1.8 0.0 0.2
C -2.3156 1.4052 9.9734 -2.6 0.1 0.2
C -1.3073 2.0290 9.2472 0.5 -0.6 -1.2
C -0.5220 2.9535 9.8223 0.8 1.8 0.0
C -0.8354 3.4990 11.1055 -0.2 -1.1 0.1
C 0.0146 4.4255 11.7581 -0.3 -0.2 0.1
C -0.4441 4.9965 12.9067 -0.5 -0.2 0.3
C -1.6641 4.5696 13.4560 -0.9 0.7 0.6
N -2.3962 3.5522 12.9932 0.3 0.5 -0.4
C -2.0284 3.0392 11.7810 0.3 -0.5 -1.3
H -4.8726 1.9449 11.4297 -0.7 0.6 -0.5
H -4.1570 0.5214 11.6385 0.1 0.6 0.2
H -2.8371 0.5579 9.4640 0.2 0.8 0.7
H -1.2134 1.7776 8.1794 0.4 -0.2 0.7
H 0.3021 3.4291 9.2572 -0.5 -0.4 0.4
H 1.0073 4.6918 11.3986 -0.3 -0.1 -0.3
H 0.0923 5.7532 13.4485 0.2 0.2 0.0
H -2.0978 5.2161 14.2650 0.4 -1.3 -0.4
```
Forces are in eV/Å.

Record 2
Here is a 2-piece molecular cluster, C13H13N2O9P2S overall at a distorted geometry from the OMol25 dataset. Energies are from ωB97M-V with the def2-TZVPD basis set.

Values from the calculation:
Kohn-Sham gap ... 2.487 eV
Largest force on an atom ... 8.00 eV/Å
Net charge ... -3
M ... 435.27 g mol⁻¹

```
40
Properties=species:S:1:pos:R:3:forces:R:3
N 4.7384 -1.1554 0.0319 1.2 2.8 -0.8
P 4.6729 0.2008 -0.9089 -0.1 -3.6 2.4
O 6.0040 1.1879 -0.4014 -1.5 -0.1 -0.5
O 4.9089 -0.2352 -2.5912 1.2 2.3 2.1
C 2.9319 0.9288 -0.6594 -4.2 2.8 0.3
C 2.5927 2.4890 -0.1873 -2.3 -2.1 -0.3
S 3.9972 3.7483 0.0958 -0.9 -0.8 0.1
C 1.0750 3.0799 0.0692 -1.0 -3.4 -1.0
C -0.2489 2.1349 -0.1343 5.0 -1.1 -0.8
C 0.0393 0.5851 -0.6590 -0.4 1.1 0.5
C 1.5778 -0.0194 -0.9208 -0.7 0.2 0.1
C 1.6244 -1.5786 -1.4450 1.0 -1.3 -1.1
O 2.6767 -2.2062 -1.9795 -4.2 3.1 2.4
C 0.2261 -2.4951 -1.3790 -1.3 2.4 0.6
C -1.1322 -1.9420 -1.1355 2.3 0.3 0.0
C -2.3971 -2.9858 -1.1596 0.0 1.4 -1.3
C -3.4834 -2.7787 0.0552 -1.0 -1.0 0.2
C -4.8523 -1.9522 -0.4287 -2.6 0.8 -4.6
N -5.4896 -0.8881 0.4512 2.2 -2.3 -0.9
O -5.4552 -2.1696 -1.6309 3.8 0.9 7.0
C -1.3373 -0.3360 -0.8856 -0.9 1.5 0.5
O -2.5481 0.2752 -0.8100 5.1 -3.2 -0.4
H 5.5551 -1.0095 0.6989 -1.2 -0.2 -1.1
H 5.9533 1.4630 0.5607 -0.6 -0.5 -1.7
H 5.7833 0.1216 -2.9256 -1.4 -0.5 0.8
H 3.8772 4.3485 1.3583 -0.5 -1.0 -0.9
H 0.8980 4.2093 0.4119 0.7 -2.9 -0.7
H -1.3166 2.5761 0.0904 2.4 -1.3 -0.4
H 0.3175 -3.6676 -1.5844 0.1 2.9 0.4
H -2.9774 -2.7721 -2.1809 1.0 -0.5 2.3
H -1.9843 -4.0855 -1.2621 -0.8 2.2 0.6
H -3.8797 -3.8700 0.3288 0.7 2.2 -0.5
H -3.0271 -2.3418 1.0467 -0.9 -0.5 -2.2
H -5.0554 -0.9833 1.3954 -0.2 0.7 -1.1
H -5.3172 0.0717 0.0600 0.0 -1.4 0.4
O -1.4431 3.3753 2.5771 0.3 -0.1 -0.6
P -1.7897 2.4104 3.7229 -0.3 -0.1 0.5
O -2.3333 3.2093 4.9188 0.0 -0.1 0.3
O -0.5254 1.6460 4.1488 0.3 0.3 0.0
O -2.8565 1.4108 3.2469 -0.4 0.0 -0.3
```
Forces are in eV/Å.

Record 3
Here is an isolated molecule of C13H13NO at a distorted geometry from the OMol25 dataset. Energies are from ωB97M-V with the def2-TZVPD basis set.

Values from the calculation:
Kohn-Sham gap ... 9.281 eV
Largest force on an atom ... 12.47 eV/Å
Net charge ... 0
SMILES ... Cc1ccccc1Oc1ccccc1N
M ... 199.25 g mol⁻¹

```
28
Properties=species:S:1:pos:R:3:forces:R:3
C 0.8457 0.4060 1.8432 -2.0 -0.4 4.2
C 1.7154 0.0210 0.7403 -1.8 -0.2 -1.7
C 2.9677 -0.3933 1.0403 2.1 0.1 -3.7
C 3.9618 -0.5193 -0.0109 -5.5 1.1 -1.8
C 3.5034 -0.2212 -1.3548 0.0 -0.2 3.4
C 2.2014 0.3363 -1.5690 1.2 -0.2 -2.6
C 1.2172 0.3010 -0.5966 3.9 -0.4 1.7
O 0.0362 0.8933 -0.7028 -2.5 0.3 -0.8
C -1.1467 0.1793 -0.5170 0.4 -2.6 -1.0
C -1.3549 -1.1859 -0.6120 3.3 -1.5 0.2
C -2.4985 -1.9631 -0.3080 10.1 -6.8 -2.6
C -3.4658 -1.2852 -0.0012 -11.3 3.4 1.7
C -3.4719 0.0467 -0.0624 0.2 6.9 0.6
C -2.2989 0.8288 -0.3372 -2.0 2.9 2.0
N -2.1370 2.2613 -0.1214 -6.2 -3.1 2.5
H 0.0537 -0.4003 2.3604 1.9 1.9 -1.9
H 1.4779 0.6687 2.7636 -0.8 -0.3 -1.3
H 0.3061 1.3337 1.5879 -0.1 -0.5 0.2
H 3.1271 -0.4513 2.0568 1.1 -0.4 1.9
H 4.9303 -0.7979 0.0858 2.7 -1.0 0.8
H 4.2000 -0.4546 -2.1520 -0.2 0.6 -0.2
H 2.1573 0.8279 -2.6147 -0.9 -1.0 1.8
H -0.4091 -1.6563 -0.7934 0.3 -1.0 -0.3
H -2.4714 -3.1351 -0.2646 0.1 2.6 -0.4
H -4.4883 -1.6839 0.0307 0.4 -0.4 0.8
H -4.3472 0.7245 0.2560 1.0 -1.5 -0.7
H -3.1213 2.6750 -0.0604 2.4 -0.1 -0.5
H -1.4900 2.6441 -0.6868 2.2 1.9 -2.4
```
Forces are in eV/Å.

Record 4
Here is a 2-piece molecular cluster, C13H14BCl2O4P overall at a distorted geometry from the OMol25 dataset. Energies are from ωB97M-V with the def2-TZVPD basis set.

Values from the calculation:
Kohn-Sham gap ... 7.269 eV
Largest force on an atom ... 1.63 eV/Å
Net charge ... 0
SMILES ... CB(O)c1c(P(C)O)ccc2c1C(=O)C=CC2=O.ClCCl
M ... 346.94 g mol⁻¹

```
35
Properties=species:S:1:pos:R:3:forces:R:3
C -1.9662 1.1307 3.4289 0.6 0.0 -0.6
B -2.3075 0.6433 1.9631 -0.9 -1.0 0.9
O -3.6425 0.1951 1.8342 0.7 0.1 0.0
C -1.3485 0.0954 0.8292 0.6 0.4 -0.9
C -1.8541 -0.4683 -0.3713 0.2 0.6 0.4
P -3.5339 -0.1532 -1.0455 -1.0 -0.3 -0.4
C -3.0440 0.1735 -2.7935 0.6 -0.1 0.1
O -3.9831 1.3932 -0.6863 0.6 -0.1 0.4
C -1.0320 -1.2750 -1.1682 0.2 -0.1 0.0
C 0.3002 -1.4957 -0.8704 -0.3 0.2 0.3
C 0.8676 -0.7936 0.1915 -0.6 0.2 0.0
C 0.0552 0.0239 0.9755 -0.1 -0.4 0.5
C 0.7719 0.9495 1.8937 0.4 0.8 -0.7
O 0.3676 2.0800 2.0283 -0.5 0.5 0.5
C 2.1664 0.6891 2.3079 -0.1 -0.8 -0.3
C 2.8905 -0.1696 1.5962 0.0 0.5 0.6
C 2.3067 -0.9296 0.4897 0.0 -0.5 0.0
O 2.9938 -1.7108 -0.1304 0.4 -0.2 -0.4
H -1.0578 0.6166 3.7499 0.2 0.1 0.1
H -1.7553 2.1932 3.4985 0.0 0.2 0.1
H -2.7382 0.8460 4.1324 -0.4 0.1 -0.1
H -3.5888 -0.7596 1.9719 -0.5 -0.1 -0.3
H -3.7678 0.8533 -3.2240 -0.4 -0.1 0.0
H -2.0727 0.6663 -2.8551 0.1 0.0 0.0
H -2.9986 -0.7368 -3.3834 -0.1 -0.1 -0.1
H -3.2197 1.9751 -0.5787 -0.1 0.2 -0.1
H -1.4475 -1.7320 -2.0546 0.0 -0.1 -0.1
H 0.9164 -2.1525 -1.4609 0.1 -0.1 -0.1
H 2.5856 1.3108 3.0768 0.0 0.2 0.2
H 3.9391 -0.3003 1.7979 0.3 -0.2 -0.1
Cl 5.6279 -2.0784 -3.6705 0.0 0.0 0.0
C 5.0340 -0.6133 -2.8814 0.0 0.0 0.1
Cl 4.5083 0.6026 -4.0548 0.0 0.0 0.0
H 4.1921 -0.8755 -2.2512 0.0 -0.1 0.0
H 5.8350 -0.1935 -2.2855 0.1 0.0 -0.1
```
Forces are in eV/Å.

Record 5
Here is C13H14BrIN6Ni as an isolated structure at a distorted geometry from the OMol25 dataset. Energies are from ωB97M-V with the def2-TZVPD basis set.

Values from the calculation:
Kohn-Sham gap (alpha / beta) ... 5.057 / 5.131 eV
Largest force on an atom ... 2.02 eV/Å
Net charge ... +2
M ... 519.80 g mol⁻¹

```
36
Properties=species:S:1:pos:R:3:forces:R:3
Ni -0.0367 -0.6505 -0.4122 1.5 -0.7 -1.2
C 2.8644 -4.7698 2.3930 0.2 -0.2 0.0
C 1.8868 -3.6549 2.2880 -0.4 0.4 0.0
C 1.1649 -3.2094 3.3973 0.2 0.0 -0.3
C 0.3533 -2.0890 3.3085 -0.3 0.4 -0.3
C 0.2512 -1.4900 2.0722 0.3 -0.6 0.3
Br -0.8292 0.0716 1.7252 -0.3 -0.4 0.3
N 0.8677 -1.9321 0.9740 -0.4 1.7 0.3
C 1.6847 -2.9765 1.0814 0.3 -0.4 0.0
H 2.6541 -5.3967 3.2562 0.0 0.0 0.0
H 3.8668 -4.3569 2.5223 0.0 0.0 0.0
H 2.8840 -5.3861 1.4979 0.0 -0.1 0.0
H 1.2337 -3.7309 4.3412 0.1 0.0 0.1
H -0.1790 -1.7014 4.1623 -0.1 0.0 0.1
H 2.1974 -3.2878 0.1795 0.0 0.0 0.0
I 3.8080 -0.3841 -5.2314 -0.3 0.1 0.6
C 2.9287 -0.0724 -3.3594 0.1 0.0 -0.4
C 3.4795 0.5678 -2.2566 -0.3 -0.5 -0.7
N 2.5603 0.5206 -1.2896 0.1 0.2 0.9
N 1.4351 -0.0943 -1.6952 -1.3 -0.7 0.9
C 1.6452 -0.4621 -2.9525 0.7 0.1 -0.5
H 4.4438 1.0206 -2.1300 0.1 0.2 0.1
H 2.6365 0.9315 -0.3657 -0.1 -0.1 -0.2
H 0.8974 -0.9636 -3.5342 -0.2 -0.2 0.0
N -4.8823 -0.8999 -2.7314 -0.7 0.3 -0.2
C -3.7375 -1.4826 -2.4164 1.6 0.0 0.6
C -2.6253 -0.7905 -1.8315 -1.4 0.3 -0.4
N -1.5046 -1.4237 -1.5757 0.6 0.7 0.3
C -1.3885 -2.7265 -1.8466 0.1 -0.6 -0.2
C -2.4886 -3.4096 -2.3641 0.9 0.4 0.4
N -3.5979 -2.7868 -2.6335 -1.4 -0.2 -0.5
H -5.0434 0.0871 -2.6209 0.0 -0.1 0.0
H -5.6176 -1.4666 -3.1307 0.1 0.1 0.0
H -2.7084 0.2609 -1.5867 0.1 0.0 0.0
H -0.4460 -3.2260 -1.6740 0.1 0.1 0.1
H -2.4569 -4.4729 -2.5510 0.1 -0.1 0.0
```
Forces are in eV/Å.

Record 6
Here is an isolated molecule of C13H14BrNO2 at a distorted geometry from the OMol25 dataset. Energies are from ωB97M-V with the def2-TZVPD basis set.

Values from the calculation:
Kohn-Sham gap ... 9.078 eV
Largest force on an atom ... 2.30 eV/Å
Net charge ... 0
SMILES ... Oc1cc(Br)c2oc(C3CCNCC3)cc2c1
M ... 296.16 g mol⁻¹

```
31
Properties=species:S:1:pos:R:3:forces:R:3
O -5.8585 0.5235 -0.9615 -0.6 -0.8 -0.2
C -4.5860 0.0556 -0.7622 0.8 -0.4 -0.2
C -4.3910 -1.3435 -0.6772 1.7 0.3 0.0
C -3.0761 -1.8421 -0.5758 -0.1 0.1 0.0
Br -2.7176 -3.6977 -0.6753 -0.1 0.1 0.1
C -2.0042 -0.9675 -0.4576 -0.4 0.9 -0.2
O -0.6796 -1.2243 -0.3231 0.9 -1.1 0.2
C 0.0004 -0.0434 -0.2064 -1.1 2.0 -0.4
C 1.5132 -0.0334 -0.0750 -0.1 -0.6 1.0
C 1.9845 -0.6602 1.2632 0.3 -0.6 -0.3
C 3.5108 -0.8089 1.2658 -0.4 0.7 -0.6
N 4.0866 0.5306 1.1949 0.9 0.9 -0.6
C 3.7272 1.2658 -0.0660 -1.0 0.3 1.8
C 2.1668 1.3467 -0.1861 0.3 0.1 -1.2
C -0.8979 1.0077 -0.3023 0.8 -1.6 0.0
C -2.1959 0.4218 -0.5047 -0.4 -0.6 0.2
C -3.4713 0.9324 -0.7146 -1.0 0.2 0.1
H -6.4649 -0.2495 -1.1454 1.1 1.3 0.4
H -5.1888 -2.0704 -0.7499 -0.2 0.2 0.0
H 1.9177 -0.6829 -0.8697 -0.1 0.1 0.1
H 1.7165 -0.0654 2.1541 -0.2 -0.1 -0.5
H 1.5638 -1.6417 1.3673 -0.6 -0.6 0.2
H 3.8316 -1.2756 2.1945 0.1 -0.1 0.0
H 3.8799 -1.4206 0.3952 -0.4 0.5 0.8
H 3.8181 1.0665 2.0329 0.1 -0.3 -0.7
H 4.1593 0.7460 -0.8994 0.1 -0.5 -0.4
H 4.1926 2.2889 -0.0783 -0.5 -0.9 0.3
H 1.8868 1.7552 -1.1664 0.1 0.2 0.1
H 1.7878 2.0261 0.5751 -0.1 0.0 0.2
H -0.6820 2.0432 -0.2096 0.2 0.6 -0.1
H -3.5300 2.0170 -0.8364 -0.6 -0.4 0.1
```
Forces are in eV/Å.

Record 7
Here is C13H14ClN2O6Pt as an isolated structure from the OMol25 dataset. Energies are from ωB97M-V with the def2-TZVPD basis set.

Values from the calculation:
Multiplicity ... 5
<S²> ... 6.03
Kohn-Sham gap (alpha / beta) ... 7.911 / 5.393 eV
Largest force on an atom ... 0.98 eV/Å
Net charge ... +1
M ... 524.79 g mol⁻¹

```
37
Properties=species:S:1:pos:R:3:forces:R:3
Pt -1.2480 -0.1232 1.5773 0.4 -0.6 0.6
N 0.1994 -1.9645 1.4325 -0.2 0.4 0.2
C -0.0844 -2.9433 2.4859 0.0 0.0 0.3
C -0.8138 -2.2991 3.6583 0.1 -0.1 -0.1
O -0.6790 -2.6848 4.7920 0.0 0.0 0.0
N -1.6718 -1.2829 3.2669 -0.4 0.6 -0.2
C -2.3533 -0.5957 4.2369 -0.1 -0.3 0.2
C -1.5064 0.9701 4.4306 -0.2 -0.2 0.2
O -1.7037 1.4110 5.5183 0.1 0.0 -0.2
O -0.9194 1.2518 3.3774 0.1 0.1 -0.5
H 1.0967 -1.5176 1.5729 0.1 -0.1 -0.1
H 0.1810 -2.3727 0.5081 0.0 0.1 -0.1
H -0.7445 -3.7200 2.0990 0.0 0.0 -0.1
H 0.8133 -3.4222 2.8740 0.0 0.0 0.0
H -3.3135 -0.1906 3.9211 0.1 0.1 -0.1
H -2.3699 -1.0592 5.2184 0.0 0.0 0.0
C 1.8509 2.5432 -1.8952 0.0 0.0 0.0
C 1.5726 1.2291 -2.5538 0.3 0.0 0.1
C 2.5899 0.3259 -2.7439 0.0 0.2 0.1
C 2.3927 -0.8555 -3.4677 0.1 -0.1 0.0
Cl 3.6854 -1.9308 -3.6845 -0.1 0.1 0.0
C 1.1408 -1.1521 -4.0544 -0.2 0.0 0.0
C 0.1139 -0.2843 -3.8688 0.0 -0.2 -0.1
C 0.2825 0.8833 -3.0750 -0.2 0.2 -0.2
O -0.7968 1.6351 -2.9922 0.2 -0.4 0.0
C -1.1558 2.3205 -1.7952 -0.2 0.2 0.6
C -1.1397 1.3559 -0.6074 -0.1 -0.2 -0.3
O -0.3497 0.3801 -0.6256 -0.1 0.2 -0.2
O -1.9205 1.5824 0.3429 0.0 0.2 0.1
H 2.9168 2.7552 -1.9289 0.0 0.0 0.0
H 1.5482 2.5326 -0.8453 0.0 0.0 0.0
H 1.3279 3.3557 -2.3996 0.1 0.0 0.0
H 3.5729 0.5446 -2.3491 0.0 0.0 -0.1
H 1.0113 -2.0541 -4.6357 0.0 0.0 0.0
H -0.8679 -0.4748 -4.2802 0.0 0.0 0.0
H -2.1628 2.6945 -1.9474 0.0 0.0 -0.1
H -0.4954 3.1563 -1.5625 -0.1 -0.1 -0.1
```
Forces are in eV/Å.